Entry 1:
{
  "formula": "C51H54F7NO6P",
  "method": "ωB97M-V/def2-TZVPD",
  "species": ["C", "C", "O", "C", "C", "O", "C", "C", "O", "C", "N", "C", "P", "O", "C", "O", "O", "H", "H", "H", "H", "H", "H", "H", "H", "H", "H", "H", "H", "H", "H", "H", "H", "H", "H", "H", "F", "C", "C", "C", "C", "C", "C", "H", "H", "H", "H", "H", "F", "C", "C", "C", "C", "C", "C", "H", "H", "H", "H", "H", "F", "C", "C", "C", "C", "C", "C", "H", "H", "H", "H", "H", "F", "C", "C", "C", "C", "C", "C", "H", "H", "H", "H", "H", "F", "C", "C", "C", "C", "C", "C", "H", "H", "H", "H", "H", "F", "C", "C", "C", "C", "C", "C", "H", "H", "H", "H", "H", "F", "C", "C", "C", "C", "C", "C", "H", "H", "H", "H", "H"],
  "positions_angstrom": [[2.55, 6.50, -0.65], [1.41, 6.34, 0.49], [0.08, 6.17, -0.07], [-0.31, 4.77, -0.08], [-1.33, 4.50, -1.31], [-1.64, 3.10, -1.50], [-2.51, 2.59, -0.47], [-2.42, 1.01, -0.26], [-1.11, 0.44, -0.45], [-0.13, 1.12, 0.39], [1.04, 0.24, 0.68], [2.25, 0.60, -0.12], [1.95, 0.86, -1.96], [2.10, 2.40, -2.22], [3.27, -0.68, 0.01], [4.47, -0.55, 0.40], [2.72, -1.93, -0.28], [2.89, 7.59, -0.72], [3.48, 5.86, -0.42], [2.17, 6.13, -1.66], [1.38, 7.29, 1.14], [1.69, 5.49, 1.22], [-0.80, 4.51, 0.93], [0.66, 4.16, -0.20], [-2.32, 5.05, -1.15], [-0.81, 4.85, -2.28], [-2.39, 3.11, 0.55], [-3.60, 2.81, -0.81], [-3.16, 0.46, -0.95], [-2.76, 0.77, 0.82], [0.24, 2.11, -0.06], [-0.68, 1.40, 1.36], [1.30, 0.47, 1.66], [2.83, 1.50, 0.27], [2.92, 0.20, -2.80], [0.62, 0.50, -2.34], [-4.68, -1.52, -1.06], [-4.71, -2.37, -0.03], [-5.35, -2.00, 1.15], [-5.38, -2.89, 2.21], [-4.78, -4.14, 2.10], [-4.14, -4.50, 0.92], [-4.11, -3.62, -0.16], [-5.80, -1.02, 1.22], [-5.88, -2.61, 3.14], [-4.80, -4.83, 2.93], [-3.67, -5.47, 0.83], [-3.63, -3.89, -1.09], [-0.82, -5.41, -1.38], [-0.49, -4.64, -2.43], [0.64, -3.84, -2.37], [0.98, -3.06, -3.46], [0.18, -3.06, -4.60], [-0.96, -3.85, -4.65], [-1.30, -4.65, -3.56], [1.25, -3.85, -1.48], [1.87, -2.44, -3.42], [0.45, -2.43, -5.44], [-1.59, -3.84, -5.54], [-2.18, -5.29, -3.59], [5.65, 3.00, 4.07], [6.27, 1.81, 4.05], [6.45, 1.16, 2.84], [7.09, -0.07, 2.81], [7.54, -0.64, 4.00], [7.35, 0.02, 5.21], [6.71, 1.25, 5.23], [6.08, 1.62, 1.92], [7.24, -0.59, 1.87], [8.04, -1.61, 3.98], [7.69, -0.43, 6.14], [6.57, 1.79, 6.17], [10.07, -0.33, 8.47], [10.88, -0.76, 7.50], [11.26, 0.11, 6.48], [12.10, -0.33, 5.48], [12.56, -1.65, 5.49], [12.18, -2.52, 6.50], [11.34, -2.07, 7.52], [10.88, 1.13, 6.49], [12.41, 0.34, 4.68], [13.22, -2.00, 4.70], [12.53, -3.54, 6.51], [11.04, -2.73, 8.32], [-3.89, -6.27, -3.83], [-4.86, -6.92, -3.17], [-5.99, -6.23, -2.75], [-6.99, -6.91, -2.07], [-6.85, -8.27, -1.80], [-5.72, -8.95, -2.22], [-4.72, -8.28, -2.91], [-6.07, -5.17, -2.97], [-7.88, -6.38, -1.74], [-7.63, -8.79, -1.26], [-5.61, -10.01, -2.00], [-3.83, -8.80, -3.25], [-3.15, 5.96, 1.63], [-3.47, 7.16, 1.13], [-4.61, 7.81, 1.58], [-4.93, 9.06, 1.07], [-4.12, 9.65, 0.11], [-2.98, 8.99, -0.34], [-2.65, 7.74, 0.18], [-5.24, 7.33, 2.33], [-5.82, 9.58, 1.42], [-4.37, 10.62, -0.30], [-2.34, 9.45, -1.09], [-1.76, 7.22, -0.15], [-6.61, 0.81, -5.08], [-6.01, -0.39, -5.10], [-5.85, -1.05, -6.31], [-5.22, -2.29, -6.33], [-4.77, -2.85, -5.14], [-4.94, -2.18, -3.94], [-5.56, -0.94, -3.91], [-6.21, -0.59, -7.22], [-5.08, -2.81, -7.27], [-4.28, -3.82, -5.15], [-4.59, -2.63, -3.01], [-5.69, -0.40, -2.98]],
  "lowdin_charge": [-0.08, -0.25, -0.24, -0.17, -0.15, -0.17, -0.19, -0.18, -0.17, -0.25, -0.03, -0.36, 0.80, -0.56, -0.59, -0.10, -0.22, 0.07, 0.08, 0.08, 0.12, 0.12, 0.13, 0.12, 0.12, 0.15, 0.12, 0.13, 0.12, 0.13, 0.10, 0.14, 0.12, 0.12, 0.02, 0.02, 0.04, -0.28, -0.02, -0.09, -0.10, -0.07, -0.01, 0.11, 0.10, 0.10, 0.11, 0.11, 0.05, -0.28, 0.00, -0.07, -0.10, -0.10, -0.03, 0.11, 0.10, 0.10, 0.09, 0.08, 0.05, -0.29, -0.01, -0.07, -0.10, -0.10, -0.03, 0.12, 0.11, 0.10, 0.09, 0.11, 0.06, -0.30, -0.02, -0.08, -0.10, -0.09, -0.02, 0.12, 0.11, 0.10, 0.10, 0.11, 0.04, -0.28, -0.01, -0.08, -0.10, -0.09, -0.01, 0.11, 0.11, 0.10, 0.10, 0.12, 0.06, -0.28, -0.02, -0.09, -0.11, -0.07, -0.01, 0.11, 0.10, 0.10, 0.11, 0.09, 0.06, -0.29, -0.02, -0.08, -0.09, -0.07, -0.01, 0.11, 0.10, 0.09, 0.08, 0.11],
  "homo_lumo_gap_ha": 0.253,
  "charge": -1,
  "fmax_ev_per_a": 6.051,
  "homo_energy_ev": -4.79
}

***

Entry 2:
{
  "formula": "C51H55CrN6O6PSSe",
  "method": "ωB97M-V/def2-TZVPD",
  "species": ["Cr", "C", "C", "N", "C", "C", "N", "C", "O", "O", "C", "O", "O", "H", "H", "H", "H", "H", "O", "C", "C", "C", "C", "C", "C", "C", "P", "C", "C", "C", "C", "C", "C", "C", "C", "C", "C", "C", "C", "H", "H", "H", "H", "H", "H", "H", "H", "H", "H", "H", "H", "H", "H", "C", "C", "C", "C", "N", "C", "Se", "N", "C", "C", "C", "C", "C", "C", "C", "C", "C", "C", "H", "H", "H", "H", "H", "H", "H", "H", "H", "H", "H", "H", "H", "H", "H", "H", "H", "H", "H", "H", "H", "H", "C", "C", "C", "N", "C", "S", "N", "C", "O", "C", "C", "C", "C", "C", "C", "H", "H", "H", "H", "H", "H", "H", "H", "H", "H", "H", "H", "H", "H"],
  "positions_angstrom": [[-0.45, -0.48, -0.34], [-2.29, 1.34, 2.94], [-1.73, -0.04, 2.89], [-0.93, -0.52, 1.96], [-0.65, -1.81, 2.32], [-1.28, -2.12, 3.48], [-1.97, -0.99, 3.83], [-1.42, -3.34, 4.31], [-0.64, -4.36, 4.00], [-2.22, -3.36, 5.22], [0.30, -2.58, 1.48], [0.73, -3.68, 1.86], [0.62, -2.02, 0.38], [-1.54, 2.05, 2.57], [-2.57, 1.62, 3.96], [-3.17, 1.43, 2.30], [-2.53, -0.92, 4.66], [-0.05, -4.15, 3.21], [1.16, 0.94, -0.03], [0.00, 1.41, -0.11], [-0.72, 2.59, -0.08], [-0.26, 3.88, 0.34], [-1.13, 4.94, 0.33], [-2.45, 4.81, -0.13], [-2.91, 3.56, -0.55], [-2.08, 2.45, -0.50], [-2.42, 0.73, -0.93], [-3.02, 0.86, -2.65], [-2.19, 1.54, -3.55], [-2.54, 1.65, -4.88], [-3.71, 1.07, -5.34], [-4.54, 0.39, -4.46], [-4.19, 0.27, -3.12], [-3.89, 0.18, 0.01], [-3.83, -1.04, 0.68], [-4.90, -1.49, 1.44], [-6.05, -0.73, 1.54], [-6.13, 0.49, 0.86], [-5.06, 0.93, 0.10], [0.77, 4.00, 0.67], [-0.79, 5.91, 0.67], [-3.11, 5.66, -0.16], [-3.91, 3.47, -0.96], [-1.28, 2.01, -3.18], [-1.90, 2.19, -5.57], [-3.99, 1.15, -6.39], [-5.46, -0.06, -4.82], [-4.85, -0.24, -2.43], [-2.94, -1.65, 0.61], [-4.83, -2.44, 1.97], [-6.89, -1.07, 2.13], [-7.03, 1.09, 0.93], [-5.15, 1.87, -0.43], [1.10, -4.66, -6.42], [0.01, -3.60, -6.27], [0.41, -2.52, -5.27], [-0.68, -1.49, -5.01], [-1.92, -2.08, -4.50], [-2.13, -2.46, -3.22], [-0.84, -2.48, -1.86], [-3.36, -2.99, -3.14], [-3.98, -3.55, -1.94], [-4.12, -5.07, -1.99], [-2.82, -5.86, -1.78], [-1.95, -5.97, -3.03], [-3.97, -2.95, -4.39], [-5.23, -3.33, -4.81], [-5.53, -3.13, -6.15], [-4.60, -2.56, -7.03], [-3.34, -2.18, -6.60], [-3.05, -2.38, -5.26], [0.79, -5.47, -7.08], [1.35, -5.10, -5.45], [2.01, -4.22, -6.83], [-0.91, -4.09, -5.93], [-0.20, -3.15, -7.24], [1.29, -1.99, -5.63], [0.68, -2.99, -4.32], [-0.94, -0.97, -5.93], [-0.35, -0.75, -4.28], [-4.96, -3.08, -1.81], [-3.35, -3.26, -1.11], [-4.57, -5.37, -2.94], [-4.84, -5.34, -1.21], [-3.09, -6.86, -1.45], [-2.25, -5.40, -0.97], [-2.52, -6.40, -3.86], [-1.09, -6.61, -2.83], [-1.56, -5.00, -3.34], [-5.96, -3.76, -4.13], [-6.50, -3.42, -6.52], [-4.86, -2.43, -8.07], [-2.62, -1.74, -7.28], [3.79, -2.34, -2.71], [3.10, -1.81, -1.46], [4.08, -1.01, -0.61], [3.55, -0.58, 0.68], [3.32, -1.32, 1.77], [2.43, -0.72, 3.05], [3.81, -2.63, 1.79], [5.06, -3.16, 1.55], [5.21, -4.36, 1.46], [6.23, -2.22, 1.49], [6.29, -1.06, 2.26], [7.42, -0.25, 2.21], [8.48, -0.60, 1.38], [8.43, -1.76, 0.63], [7.31, -2.58, 0.69], [3.08, -2.89, -3.34], [4.60, -3.02, -2.45], [4.21, -1.53, -3.32], [2.70, -2.63, -0.87], [2.25, -1.18, -1.73], [4.38, -0.10, -1.13], [4.98, -1.60, -0.45], [3.03, 0.29, 0.70], [3.12, -3.31, 2.07], [5.46, -0.79, 2.92], [7.46, 0.64, 2.81], [9.36, 0.03, 1.34], [9.26, -2.04, -0.01], [7.25, -3.50, 0.13]],
  "lowdin_charge": [0.35, 0.04, -0.32, 0.14, -0.17, -0.07, 0.20, -0.49, 0.14, 0.10, -0.59, 0.04, -0.24, 0.09, 0.09, 0.08, 0.17, 0.08, -0.06, -0.42, -0.26, -0.03, -0.10, -0.10, -0.10, -0.32, 1.08, -0.32, -0.08, -0.08, -0.09, -0.08, -0.08, -0.34, -0.12, -0.07, -0.07, -0.07, -0.09, 0.11, 0.10, 0.09, 0.09, 0.12, 0.11, 0.11, 0.11, 0.10, 0.08, 0.11, 0.11, 0.11, 0.10, -0.10, -0.26, -0.20, -0.14, 0.01, -0.58, 0.91, 0.00, -0.14, -0.18, -0.24, -0.10, -0.16, 0.00, -0.07, -0.07, -0.01, -0.17, 0.07, 0.08, 0.08, 0.10, 0.11, 0.13, 0.07, 0.12, 0.11, 0.13, 0.07, 0.10, 0.12, 0.11, 0.10, 0.08, 0.08, 0.03, 0.12, 0.11, 0.11, 0.12, -0.09, -0.24, -0.16, 0.04, -0.85, 0.69, 0.12, -0.43, 0.09, -0.17, -0.02, -0.07, -0.08, -0.07, -0.03, 0.06, 0.08, 0.08, 0.10, 0.09, 0.13, 0.10, 0.09, 0.13, 0.10, 0.10, 0.10, 0.10, 0.12],
  "homo_lumo_gap_ha": [0.194, 0.277],
  "e_above_lowest_kcal_mol": 43.37,
  "charge": 0,
  "fmax_ev_per_a": 0.931,
  "homo_energy_ev": [-5.46, -7.66],
  "s2": 6.1704,
  "spin_multiplicity": 5
}